# C33H33BN8S2Yb

A molecular structure, C33H33BN8S2Yb (the ωB97M-V functional and the def2-TZVPD basis, OMol25).

Values from the calculation:
net charge = -1
E_HOMO (spin up / spin down) = -3.80 / -3.80 eV
frontier orbital gap (spin up / spin down) = 6.24 / 5.10 eV
multiplicity = 2
energy relative to the best compared isomer or geometry (same formula, charge and spin) = 152.9 kcal per mole

Each line ends with the Mulliken charge.
CARTESIAN COORDINATES (ANGSTROEM)
Yb1 0.561 -0.809 1.259  0.694
C1 -2.867 1.402 -1.152  -0.909
N1 -2.316 0.060 -1.428  0.996
C2 -3.246 -1.062 -1.487  -1.381
C3 -3.258 -2.023 -0.282  -1.271
N2 -3.012 -1.410 1.063  1.165
C4 -2.444 -2.295 2.079  -1.077
C5 -3.927 -0.409 1.520  -0.746
C6 -5.252 -0.406 1.076  -0.122
C7 -6.160 0.594 1.366  -0.998
C8 -5.610 1.744 1.930  -0.209
C9 -4.316 1.892 2.289  -0.683
C10 -3.379 0.784 2.130  0.787
S1 -1.782 0.929 2.658  -0.392
C11 -1.161 -0.051 -2.223  0.169
C12 -0.823 0.900 -3.151  -1.728
C13 0.530 0.777 -3.887  3.371
C14 0.484 -0.708 -4.307  -0.940
C15 0.121 -1.662 -3.460  -1.424
C16 -0.243 -1.253 -2.051  1.862
S2 -0.284 -2.731 -0.856  -0.561
H1 -3.013 2.060 -2.014  0.390
H2 -2.149 1.811 -0.452  0.201
H3 -3.779 1.327 -0.556  0.236
H4 -3.080 -1.585 -2.420  0.407
H5 -4.225 -0.680 -1.569  0.828
H6 -2.456 -2.760 -0.447  0.481
H7 -4.173 -2.633 -0.309  0.405
H8 -2.974 -3.263 2.240  0.243
H9 -2.388 -1.817 3.080  0.308
H10 -1.394 -2.533 1.718  0.195
H11 -5.575 -1.301 0.533  0.280
H12 -7.195 0.461 1.145  0.440
H13 -6.251 2.646 2.057  0.219
H14 -3.951 2.879 2.623  0.313
H15 -1.515 1.806 -3.234  -0.150
H16 0.216 2.638 -4.844  0.535
H17 0.942 -0.987 -5.288  0.256
H18 0.090 -2.721 -3.692  0.463
C17 2.784 3.136 1.846  -1.193
C18 1.777 2.344 1.317  -0.144
N3 1.868 1.099 1.802  0.323
N4 2.941 1.072 2.708  -0.147
C19 3.550 2.294 2.644  -0.153
B1 3.416 -0.247 3.345  0.177
N5 3.661 -1.198 2.159  -0.282
C20 4.783 -1.927 1.987  -0.085
C21 4.679 -2.622 0.762  -1.381
C22 3.488 -2.073 0.178  -0.050
N6 2.863 -1.224 1.019  0.339
N7 2.262 -0.828 4.242  -0.004
C23 2.321 -1.242 5.510  -0.134
C24 1.136 -2.017 5.730  -1.152
C25 0.365 -1.854 4.553  0.001
N8 1.095 -1.181 3.611  0.023
H19 2.869 4.223 1.818  0.378
H20 0.910 2.593 0.681  0.410
H21 4.417 2.508 3.246  0.410
H22 4.426 -0.100 3.970  -0.174
H23 5.467 -2.055 2.805  0.402
H24 5.341 -3.401 0.501  0.415
H25 3.108 -2.155 -0.834  0.530
H26 3.176 -1.091 6.147  0.422
H27 0.925 -2.474 6.662  0.405
H28 -0.670 -2.105 4.385  0.256
C26 0.980 -0.761 -1.378  -2.098
C27 1.701 0.222 -1.796  0.564
C28 1.645 1.086 -2.860  0.264
C29 0.578 1.648 -5.132  -1.545
C30 1.834 1.620 -5.981  -0.910
C31 2.968 2.237 -5.461  -0.254
C32 3.296 2.495 -4.140  -0.596
C33 2.729 1.964 -2.968  -0.520
H29 -0.323 1.274 -5.660  0.557
H30 1.812 1.313 -7.040  0.364
H31 3.762 2.437 -6.179  0.313
H32 4.089 3.211 -3.886  0.302
H33 3.227 2.165 -1.976  0.309